(1)
Molecular formula: C5H9NO
Method: DFT, wB97M-V/def2-TZVPD

Computed properties:
HOMO level = -9.6392 eV
Calculated total energy = -325.77347 hartree
Gap between HOMO and LUMO = 10.6 eV
ΔE to the lowest compared entry with this formula, charge and spin = 103.0 kcal per mole

Each line ends with the natural charge from an NBO analysis.
Cartesian coordinates (Å):
C -1.32 -0.16 1.22  -0.623
C -1.21 0.09 -0.26  -0.086
N -0.83 1.44 -0.67  -0.603
C 0.10 0.32 -0.92  -0.071
C 1.46 0.38 -0.12  -0.641
C 1.60 -1.64 -0.47  0.422
O 1.75 -2.47 0.30  -0.537
H -0.63 0.48 1.78  0.217
H -2.33 0.07 1.57  0.217
H -1.10 -1.21 1.47  0.215
H -1.96 -0.43 -0.86  0.194
H -1.33 1.73 -1.51  0.360
H 0.17 -0.02 -1.96  0.213
H 1.27 1.03 0.71  0.222
H 2.21 0.77 -0.82  0.236
H 2.17 -0.37 0.53  0.266

---

(2)
Molecular formula: C5H9NO
Method: DFT, wB97M-V/def2-TZVPD

Computed properties:
HOMO level = -8.0512 eV
Calculated total energy = -325.81111 hartree
Gap between HOMO and LUMO = 8.8 eV
ΔE to the lowest compared entry with this formula, charge and spin = 79.3 kcal per mole

Each line ends with the natural charge from an NBO analysis.
Cartesian coordinates (Å):
O 0.10 3.00 -2.23  -0.524
C -0.50 2.25 -1.41  0.427
C -0.14 0.84 -1.27  -0.528
C -0.88 -0.19 -0.48  -0.447
C 0.11 -0.94 0.21  -0.274
C 0.23 -0.86 1.58  -0.016
N 1.33 -1.43 2.18  -0.803
H -1.49 2.34 -0.95  0.113
H 0.91 0.95 -0.71  0.250
H -0.06 0.42 -2.27  0.252
H -1.46 -1.00 -1.02  0.218
H -1.64 0.32 0.17  0.201
H 0.83 -1.60 -0.37  0.194
H -0.46 -0.15 2.00  0.200
H 1.26 -1.86 3.02  0.367
H 1.87 -2.08 1.55  0.370

---

(3)
Molecular formula: C5H9NO
Method: DFT, wB97M-V/def2-TZVPD

Computed properties:
HOMO level = -9.4981 eV
Calculated total energy = -325.87073 hartree
Gap between HOMO and LUMO = 10.4 eV
ΔE to the lowest compared entry with this formula, charge and spin = 41.9 kcal per mole

Each line ends with the natural charge from an NBO analysis.
Cartesian coordinates (Å):
C -1.25 -0.03 1.67  -0.601
C -0.77 -0.28 0.24  -0.338
C 0.39 0.63 -0.15  -0.256
N 0.96 0.17 -1.41  -0.400
C 1.71 0.96 -2.05  -0.039
C -0.34 -1.73 0.11  0.467
O -1.08 -2.63 -0.19  -0.522
H -0.44 -0.23 2.39  0.205
H -2.09 -0.68 1.92  0.228
H -1.56 1.01 1.81  0.216
H -1.61 -0.13 -0.46  0.224
H 0.07 1.68 -0.20  0.195
H 1.17 0.57 0.63  0.199
H 0.72 -1.92 0.38  0.104
H 2.17 0.62 -2.98  0.177
H 1.95 1.98 -1.72  0.141

---

(4)
Molecular formula: C5H9NO
Method: DFT, wB97M-V/def2-TZVPD

Computed properties:
HOMO level = -8.1143 eV
Calculated total energy = -325.66748 hartree
Gap between HOMO and LUMO = 8.5 eV
ΔE to the lowest compared entry with this formula, charge and spin = 169.5 kcal per mole

Each line ends with the natural charge from an NBO analysis.
Cartesian coordinates (Å):
C 0.32 -2.01 0.62  -0.637
C -0.52 -1.34 -0.44  -0.067
N -1.74 -0.57 -0.06  -0.562
C -0.60 0.12 -0.51  0.082
C 0.18 1.14 0.07  0.160
C 0.34 2.56 0.12  -0.117
O -0.15 1.79 1.26  -0.486
H 1.33 -2.21 0.25  0.229
H -0.14 -2.96 0.91  0.219
H 0.42 -1.37 1.51  0.220
H -0.67 -1.90 -1.36  0.202
H -1.93 -0.52 0.94  0.366
H 0.92 0.40 -2.01  0.006
H 1.42 0.69 -1.32  -0.004
H 1.29 3.05 0.34  0.196
H -0.45 3.16 -0.33  0.195